Entry from OMol25: a molecular structure, C53H44N2O8P2Pd (wB97M-V/def2-TZVPD).

Calculated values
max |F| = 10.49 eV/A
Kohn-Sham gap = 3.1 eV
spin multiplicity = 1
total charge = -2

Atoms and positions in Å:
1 C 1.10823 4.05666 3.85806
2 N -0.11049 4.69718 3.53570
3 O -0.05893 5.75002 2.87271
4 O -1.19090 4.20308 3.90154
5 C 1.23286 2.89723 4.60940
6 C 0.13424 2.28782 5.25634
7 C 0.30265 1.17041 6.02018
8 C 1.56394 0.59117 6.17462
9 C 1.71595 -0.50863 7.01137
10 N 1.82548 -1.41376 7.73540
11 C 2.65447 1.15599 5.50935
12 C 2.50090 2.28289 4.75419
13 H 1.99486 4.51009 3.46581
14 H -0.83706 2.73971 5.15902
15 H -0.53309 0.72194 6.53012
16 H 3.62071 0.68916 5.60662
17 H 3.35145 2.72123 4.26203
18 C -0.55428 -2.26692 -4.86852
19 C 0.60826 -2.88950 -4.45740
20 C 0.80561 -3.19765 -3.13216
21 C -0.17274 -2.88575 -2.17042
22 O -0.03294 -3.15024 -0.80006
23 P 1.27426 -2.38595 -0.18423
24 O 1.44863 -2.68990 1.41941
25 C 0.80621 -3.90016 1.74775
26 C 1.56274 -5.01761 2.14551
27 C 0.95440 -6.22642 2.38912
28 C -0.41500 -6.35918 2.26151
29 C -1.18371 -5.26587 1.91309
30 C -0.59114 -4.05088 1.66578
31 O 2.61757 -2.56338 -1.10338
32 C 3.75571 -2.86452 -0.35913
33 C 4.72967 -3.71222 -0.91770
34 C 5.85375 -4.05701 -0.20409
35 C 6.05167 -3.55739 1.06901
36 C 5.13301 -2.68660 1.62203
37 C 4.00250 -2.34192 0.92109
38 Pd 0.20778 -0.24816 0.14527
39 P -1.73457 0.63748 -0.97435
40 O -1.59144 0.72075 -2.59403
41 C -2.81327 0.99426 -3.21245
42 C -2.85240 1.74954 -4.40011
43 C -4.05117 2.03014 -5.01920
44 C -5.23923 1.55147 -4.49796
45 C -5.22856 0.79311 -3.34695
46 C -4.03864 0.51803 -2.71989
47 O -2.90859 -0.34239 -0.38284
48 C -3.78214 0.33722 0.48494
49 C -5.17678 0.24544 0.30183
50 C -6.04518 0.96201 1.09270
51 C -5.56328 1.76615 2.10680
52 C -4.20443 1.83773 2.33997
53 C -3.32774 1.13300 1.55049
54 O -1.71008 2.12463 -0.29442
55 C -1.84696 3.13692 -1.26559
56 C -3.04161 3.87671 -1.34187
57 C -3.21463 4.83509 -2.31344
58 C -2.20567 5.09524 -3.22304
59 C -1.01877 4.39094 -3.16321
60 C -0.83770 3.42381 -2.20497
61 C 1.72038 1.31219 -0.20289
62 C 2.87318 1.05911 -1.01768
63 C 2.77272 1.23313 -2.41173
64 C 3.86296 1.03730 -3.22076
65 C 5.07896 0.66483 -2.67255
66 C 5.19336 0.44569 -1.30952
67 C 4.10809 0.63267 -0.48929
68 C 1.58524 0.97775 1.19168
69 C 0.38988 1.18384 1.85379
70 C -1.35853 -2.27840 -2.61395
71 C -1.53352 -1.97195 -3.94070
72 H -0.68763 -1.99537 -5.90500
73 H 1.36973 -3.12729 -5.18009
74 H 1.71396 -3.67333 -2.80851
75 H 2.63013 -4.91035 2.21477
76 H 1.54939 -7.07785 2.67273
77 H -0.88577 -7.31456 2.43188
78 H -2.25252 -5.36419 1.82641
79 H -1.17687 -3.20241 1.35871
80 H 4.56316 -4.10739 -1.90446
81 H 6.58462 -4.71920 -0.63819
82 H 6.92334 -3.84482 1.63395
83 H 5.30054 -2.27076 2.60209
84 H 3.27920 -1.66730 1.34216
85 H -1.92457 2.12036 -4.79950
86 H -4.06829 2.63055 -5.91422
87 H -6.17567 1.76135 -4.98894
88 H -6.14931 0.40348 -2.94385
89 H -4.02191 -0.12025 -1.86282
90 H -5.55880 -0.38803 -0.47884
91 H -7.10671 0.89972 0.91607
92 H -6.24808 2.32182 2.72782
93 H -3.82584 2.45752 3.13553
94 H -2.27269 1.18349 1.73786
95 H -3.82835 3.63911 -0.64770
96 H -4.14531 5.37649 -2.37271
97 H -2.34740 5.84063 -3.98917
98 H -0.23816 4.58596 -3.88072
99 H 0.06349 2.84162 -2.19509
100 H 0.92095 1.90256 -0.65588
101 H 1.81229 1.46900 -2.83850
102 H 3.75768 1.13726 -4.28907
103 H 5.93684 0.53817 -3.30992
104 H 6.12834 0.10887 -0.89288
105 H 4.19252 0.47485 0.56997
106 H 2.42543 0.50708 1.70906
107 H -0.36641 1.82236 1.40254
108 H 0.25976 0.89257 2.89170
109 H -2.09621 -2.01049 -1.87919
110 H -2.43204 -1.46964 -4.25173